Entry 1:
{
  "formula": "C5H7ClS2",
  "method": "the ωB97M-V functional and the def2-TZVPD basis",
  "relative_energy_kcal_mol": 92.8,
  "smiles": "C=C(SC=S)[C@@H](C)Cl",
  "e_homo_ha": -0.3173,
  "lumo_ev": -0.5,
  "gap_ev": 8.10,
  "elements": ["C", "C", "C", "C", "C", "H", "H", "H", "H", "H", "H", "H", "S", "S", "Cl"],
  "xyz": [[1.9399, 0.4162, -0.7403], [0.7645, -0.6350, -0.4158], [-0.2564, -0.1702, 0.5440], [-0.2711, 1.1461, 1.1809], [-2.6005, -0.9288, -0.1014], [1.2895, 1.2459, -1.3147], [2.4348, 0.9599, 0.3305], [2.9077, 0.1279, -1.4257], [0.2990, -0.5273, -1.4311], [-0.8399, 1.2861, 2.1776], [0.6729, 1.8091, 1.0742], [-1.9399, -0.2043, -0.6850], [-1.4313, -1.4072, 1.1170], [-4.2907, -0.8068, -0.4191], [1.3216, -2.3115, 0.1089]],
  "lowdin_charge": [-0.151, -0.763, -0.689, 0.045, -0.978, 0.104, 0.133, 0.113, 0.113, 0.088, 0.065, 0.001, 0.859, 0.505, 0.556]
}

***

Entry 2:
{
  "formula": "C4H15N2O2",
  "method": "the ωB97M-V functional and the def2-TZVPD basis",
  "relative_energy_kcal_mol": 50.2,
  "total_charge": 1,
  "e_homo_ha": -0.4692,
  "lumo_ev": -2.9,
  "gap_ev": 9.87,
  "elements": ["N", "C", "C", "O", "C", "N", "C", "H", "H", "H", "H", "H", "H", "H", "H", "H", "H", "H", "H", "H", "H", "H", "O"],
  "xyz": [[-0.9945, 0.3840, 1.4327], [0.5220, 0.2624, 1.3108], [0.9034, -1.2047, 1.5252], [-0.2525, -1.9302, 1.9969], [0.8063, 0.8924, -0.0281], [0.1531, 0.1315, -1.1224], [0.8335, -0.9029, -1.8654], [-1.4680, -0.1510, 2.1586], [-1.3024, -0.0192, 0.5280], [-1.3070, 1.3535, 1.4918], [1.0021, 0.9338, 2.0477], [1.7516, -1.4382, 2.1753], [1.0188, -1.5922, 0.4809], [0.0656, -2.5864, 2.6115], [0.3426, 1.8957, -0.1775], [1.8670, 1.0576, -0.2313], [-0.2123, 0.8781, -1.6803], [1.8171, -1.2997, -1.6695], [1.1191, -0.5774, -2.8913], [0.1235, -1.6835, -2.1985], [-2.9452, 1.4829, -1.9249], [-1.7718, 2.3568, -2.3353], [-2.0717, 1.7566, -1.6347]],
  "lowdin_charge": [0.211, -0.237, -0.142, -0.064, -0.173, -0.125, -0.132, 0.159, 0.152, 0.171, 0.161, 0.143, 0.114, 0.098, 0.136, 0.136, 0.060, 0.081, 0.087, 0.092, 0.058, 0.067, -0.053]
}

***

Entry 3:
{
  "formula": "C42H56BMnN4O2",
  "method": "the ωB97M-V functional and the def2-TZVPD basis",
  "relative_energy_kcal_mol": 15.3,
  "e_homo_ha": [-0.2182, -0.2214],
  "s2": 6.40,
  "lumo_ev": [-0.5, -0.7],
  "multiplicity": 5,
  "gap_ev": [5.46, 5.32],
  "elements": ["Mn", "C", "C", "C", "C", "C", "C", "C", "C", "C", "C", "C", "C", "C", "C", "C", "C", "N", "C", "C", "C", "N", "C", "C", "C", "N", "C", "C", "C", "C", "C", "C", "C", "C", "C", "C", "C", "C", "N", "C", "C", "H", "H", "H", "H", "H", "H", "H", "H", "H", "H", "H", "H", "H", "H", "H", "H", "H", "H", "H", "H", "H", "H", "H", "H", "H", "H", "H", "H", "H", "H", "H", "H", "H", "H", "H", "H", "H", "H", "H", "H", "H", "H", "H", "H", "C", "C", "C", "O", "B", "O", "C", "C", "C", "H", "H", "H", "H", "H", "H", "H", "H", "H", "H", "H", "H"],
  "xyz": [[0.4279, 0.1877, 0.2096], [-0.8321, 0.8854, -5.0094], [0.3798, 0.1513, -4.4183], [0.0302, -0.5518, -3.1437], [-0.1956, -1.9005, -2.9168], [-0.0169, -3.0311, -3.8792], [1.4553, -3.4320, -4.0337], [-0.5122, -2.0553, -1.5340], [-0.3569, -3.1455, -0.6627], [0.2615, -2.9113, 0.5552], [0.6586, -3.9285, 1.4910], [0.1107, -5.3211, 1.5396], [-1.3969, -5.3408, 1.8255], [1.6109, -3.3792, 2.2984], [1.7900, -2.0199, 1.8598], [2.8768, -1.2138, 2.1813], [3.0376, 0.0981, 1.7666], [2.0315, 0.8534, 1.2051], [2.4253, 2.1673, 1.3589], [1.5567, 3.2602, 1.2373], [0.2304, 3.0433, 0.9310], [-0.2557, 1.7883, 0.8312], [-1.2132, 1.8098, -0.2784], [-0.2173, 1.4040, -1.3895], [-0.2472, 0.0992, -1.9030], [-0.6162, -0.8269, -0.9673], [-1.6041, 3.2772, -0.3846], [-0.7385, 3.9884, 0.3573], [-0.6552, 5.4715, 0.5508], [-0.0104, 6.1810, -0.6469], [-2.7764, 3.7590, -1.1825], [-3.9946, 3.9797, -0.2752], [3.7730, 2.2259, 1.8388], [4.1517, 0.9375, 2.1077], [5.4657, 0.4309, 2.6117], [6.2305, -0.3221, 1.5139], [4.5741, 3.4786, 2.0024], [5.1656, 3.9544, 0.6693], [0.8959, -1.7104, 0.8789], [2.3873, -4.0308, 3.4005], [3.6233, -4.7790, 2.8809], [-0.5771, 1.3539, -5.9621], [-1.1757, 1.6615, -4.3246], [-1.6546, 0.1886, -5.1745], [1.1725, 0.8791, -4.2226], [0.7633, -0.5705, -5.1416], [-0.4141, -2.7410, -4.8555], [-0.5906, -3.8938, -3.5348], [2.0235, -2.6366, -4.5176], [1.5480, -4.3340, -4.6408], [1.9032, -3.6227, -3.0577], [-0.5290, -4.1621, -0.9941], [0.6304, -5.8763, 2.3221], [0.3116, -5.8348, 0.5942], [-1.6146, -4.7582, 2.7220], [-1.7528, -6.3608, 1.9791], [-1.9549, -4.8995, 0.9995], [3.6476, -1.6301, 2.8167], [1.9457, 4.2633, 1.3438], [0.1934, 2.2197, -1.9705], [-0.0677, 5.6751, 1.4480], [-1.6544, 5.8766, 0.7219], [0.9675, 5.7451, -0.8571], [0.1244, 7.2439, -0.4422], [-0.6302, 6.0831, -1.5380], [-3.0201, 3.0122, -1.9400], [-2.5289, 4.6922, -1.6930], [-4.8549, 4.3428, -0.8392], [-3.7621, 4.7033, 0.5061], [-4.2686, 3.0434, 0.2124], [5.3002, -0.2368, 3.4618], [6.0690, 1.2655, 2.9712], [5.6566, -1.1869, 1.1819], [7.2032, -0.6655, 1.8704], [6.3915, 0.3310, 0.6551], [5.3795, 3.3038, 2.7174], [3.9448, 4.2711, 2.4145], [5.8936, 3.2360, 0.2902], [5.6657, 4.9173, 0.7904], [4.3798, 4.0640, -0.0794], [1.7402, -4.7287, 3.9355], [2.7019, -3.2722, 4.1190], [3.3271, -5.6376, 2.2771], [4.2379, -5.1325, 3.7104], [4.2298, -4.1210, 2.2571], [-4.2233, -1.5862, -1.4190], [-4.4070, -0.2430, -0.7170], [-5.7397, 0.3567, -1.1474], [-3.3578, 0.6370, -1.1736], [-2.4774, 0.8423, -0.1497], [-2.8954, 0.3212, 1.0359], [-4.1747, -0.3139, 0.8470], [-4.0898, -1.7272, 1.4139], [-5.1964, 0.4892, 1.6486], [-4.1329, -1.4099, -2.4915], [-5.0805, -2.2369, -1.2416], [-3.3165, -2.0792, -1.0813], [-5.7822, 0.3575, -2.2368], [-5.8477, 1.3845, -0.8037], [-6.5691, -0.2426, -0.7704], [-3.1628, -2.2101, 1.1037], [-4.9424, -2.3278, 1.0967], [-4.0894, -1.6738, 2.5030], [-5.2640, 1.5170, 1.2952], [-4.8808, 0.5128, 2.6914], [-6.1828, 0.0290, 1.5869]],
  "lowdin_charge": [0.960, -0.085, -0.188, -0.119, -0.120, -0.189, -0.085, -0.243, 0.060, -0.208, -0.139, -0.189, -0.089, -0.136, -0.222, 0.046, -0.222, 0.034, -0.198, 0.041, -0.216, 0.021, -0.266, 0.020, -0.265, -0.007, -0.103, -0.118, -0.180, -0.083, -0.159, -0.059, -0.135, -0.128, -0.185, -0.083, -0.192, -0.085, 0.070, -0.195, -0.087, 0.069, 0.065, 0.076, 0.113, 0.100, 0.110, 0.107, 0.068, 0.069, 0.076, 0.117, 0.100, 0.113, 0.080, 0.069, 0.059, 0.107, 0.106, 0.143, 0.109, 0.106, 0.073, 0.071, 0.064, 0.114, 0.107, 0.080, 0.074, 0.052, 0.109, 0.101, 0.067, 0.070, 0.073, 0.101, 0.105, 0.070, 0.069, 0.071, 0.107, 0.106, 0.071, 0.069, 0.069, -0.003, -0.432, -0.006, 0.151, -0.623, 0.164, -0.432, 0.000, -0.006, 0.098, 0.092, 0.073, 0.094, 0.079, 0.094, 0.083, 0.093, 0.092, 0.072, 0.096, 0.094]
}

***

Entry 4:
{
  "formula": "C2H2GaO2",
  "method": "the ωB97M-V functional and the def2-TZVPD basis",
  "e_homo_ha": [-0.3202, -0.3354],
  "s2": 0.76,
  "lumo_ev": [0.0, -2.2],
  "multiplicity": 2,
  "gap_ev": [8.69, 6.98],
  "elements": ["H", "C", "C", "H", "O", "O", "Ga"],
  "xyz": [[-1.0042, -0.8239, 1.2765], [-0.2658, -0.3842, 0.5847], [0.2755, -0.8546, -0.5342], [-0.0044, -1.8769, -0.8079], [-0.4096, 1.0789, 0.7675], [0.6306, 1.8768, 0.1826], [0.7780, 0.9839, -1.4691]],
  "lowdin_charge": [0.122, -0.223, -0.184, 0.035, -0.241, -0.325, 0.817]
}

***

The records above yield electronic energy values of -39487.0571, -11459.0815, -86517.4799, -58572.0454 eV, respectively.